ORCA calculation (the ωB97M-V functional and the def2-TZVPD basis) on a 17-piece molecular cluster, C73H124NO39 overall in a non-equilibrium geometry.

```
237
Properties=species:S:1:pos:R:3:forces:R:3
C -14.42774 -19.90842 -20.88542 -0.327 -0.164 0.284
C -15.22251 -18.70262 -20.33435 -1.148 1.223 -0.075
C -14.51040 -17.34033 -20.71750 0.420 0.108 -0.436
C -14.69602 -16.85118 -22.17321 -0.505 -0.489 1.129
C -16.21023 -16.75082 -22.43967 1.717 -1.029 -1.189
C -16.94464 -18.06548 -22.16389 -1.107 0.677 1.959
N -16.64677 -18.61452 -20.80397 0.183 0.475 1.000
O -17.52211 -19.66557 -20.29498 1.385 1.008 -1.349
C -16.78172 -19.04990 -23.29632 0.135 -1.018 -0.345
C -18.43391 -17.62448 -22.12999 -0.627 -0.897 -0.213
C -15.18443 -18.75964 -18.75729 -0.159 -0.755 -0.786
H -13.55996 -20.08066 -20.24873 0.462 0.113 -0.294
H -14.17240 -19.80459 -21.93999 0.327 0.253 0.015
H -14.99003 -20.84058 -20.83056 -0.509 0.189 0.189
H -13.43975 -17.43213 -20.53485 0.313 -0.314 0.099
H -14.79253 -16.49890 -20.08465 -0.564 -0.268 0.415
H -14.12226 -17.54283 -22.79008 -0.536 -0.241 -0.559
H -14.24924 -15.87808 -22.37707 0.243 0.207 0.382
H -16.28841 -16.63887 -23.52108 -0.358 0.440 -0.280
H -16.63904 -15.86019 -21.98033 -0.034 -0.237 0.381
H -17.29266 -19.96942 -23.01078 -0.185 -0.034 0.121
H -15.75766 -19.36321 -23.49936 0.294 0.281 0.132
H -17.19778 -18.71290 -24.24575 -0.177 0.232 -0.094
H -19.06353 -18.51414 -22.14341 -0.028 -0.089 0.266
H -18.74174 -17.05024 -23.00382 0.368 0.164 -0.445
H -18.74169 -17.03088 -21.26917 0.520 -0.146 0.274
H -15.71106 -19.64307 -18.39630 -0.279 0.029 -0.250
H -15.61184 -17.89508 -18.24939 -0.087 0.143 -0.359
H -14.15659 -18.89774 -18.42177 0.317 0.260 -0.055
C -28.03954 -21.23532 -18.14366 -1.547 -0.609 0.124
C -27.13030 -20.44297 -19.00574 -0.165 0.864 -1.105
C -25.81800 -20.49834 -18.23287 -0.054 -1.328 -0.652
O -25.78656 -21.88440 -17.79689 -0.793 0.432 0.250
C -27.16772 -22.31845 -17.54584 1.489 0.749 0.334
H -28.87704 -21.69120 -18.67173 -0.033 0.078 -0.267
H -28.50997 -20.56895 -17.42065 0.210 -0.204 0.480
H -27.56365 -19.46961 -19.23566 0.311 0.398 0.465
H -27.11586 -20.88789 -20.00070 0.810 -0.358 0.025
H -25.78153 -19.82811 -17.37405 -0.118 0.145 0.036
H -24.93997 -20.36075 -18.86392 -0.006 0.117 0.161
H -27.35180 -22.35291 -16.47204 0.190 -0.390 0.135
H -27.23719 -23.30940 -17.99449 -0.296 0.098 0.021
C -10.84601 -15.32186 -12.27756 0.274 1.139 -0.047
C -9.83268 -14.64013 -11.34543 0.980 1.207 -1.013
C -9.50843 -15.62903 -10.26174 -1.872 0.405 -0.522
O -10.77121 -16.35132 -10.19925 0.631 -1.352 1.500
C -11.64809 -16.12700 -11.26935 0.622 0.822 -1.547
H -10.35009 -15.84723 -13.09375 0.094 -0.563 0.359
H -11.50269 -14.62280 -12.79542 0.078 0.260 0.109
H -10.19357 -13.73349 -10.85978 -0.627 -0.064 -0.132
H -8.94256 -14.27461 -11.85747 0.140 -0.213 -0.261
H -9.38996 -15.04885 -9.34662 0.153 -0.536 0.315
H -8.63613 -16.25556 -10.44790 -0.248 -0.341 -0.029
H -12.48607 -15.48584 -10.99585 -0.205 -0.270 0.505
H -12.01371 -17.00644 -11.79945 -0.025 -0.508 0.759
C -26.65793 -12.83341 -25.70089 0.074 -1.148 1.538
C -25.50242 -13.32275 -24.76650 0.355 0.641 -0.661
C -26.09793 -14.42731 -23.88579 -0.253 1.253 -0.609
O -27.42171 -13.93773 -23.65978 -1.202 -0.288 -0.979
C -27.87168 -13.05159 -24.74928 1.778 0.333 0.187
H -26.68123 -13.48822 -26.57197 -0.315 0.095 -0.079
H -26.68439 -11.78805 -26.00850 0.616 -0.083 -0.040
H -25.21688 -12.46227 -24.16140 0.163 -0.153 0.288
H -24.62176 -13.65730 -25.31479 0.011 0.048 -0.048
H -25.58622 -14.52542 -22.92838 -0.131 0.203 0.068
H -26.06096 -15.41528 -24.34476 -0.301 -0.053 -0.325
H -28.08880 -12.12222 -24.22275 -0.276 0.074 -0.209
H -28.69246 -13.29990 -25.42215 -0.515 -0.925 0.868
C -14.39804 -18.63014 -32.22471 -1.226 -0.029 0.677
C -15.38643 -18.49445 -31.06527 -1.182 0.900 1.001
C -16.56137 -19.44294 -31.45809 1.377 1.581 -0.347
O -15.86299 -20.49028 -32.02112 1.550 -2.434 -1.286
C -14.57407 -20.10396 -32.52194 0.682 0.517 -0.984
H -13.38870 -18.32209 -31.95186 -0.092 -0.079 -0.160
H -14.79350 -18.03645 -33.04887 0.306 0.145 -0.100
H -15.75695 -17.47113 -31.00517 0.065 0.101 0.272
H -14.95051 -18.75379 -30.10048 0.053 -0.142 -0.040
H -17.10792 -18.88470 -32.21818 -0.479 -0.036 -0.296
H -17.28617 -19.87989 -30.77119 0.394 0.453 0.523
H -14.44447 -20.24407 -33.59510 -0.858 -0.252 -0.334
H -13.68129 -20.62682 -32.17893 -0.592 -0.728 1.081
C -7.46533 -20.04722 -16.58657 -0.362 0.115 0.165
C -6.79052 -19.78767 -15.26272 1.155 1.479 0.228
C -5.95117 -21.03093 -15.10556 -0.554 0.803 0.950
O -6.76575 -21.99464 -15.66971 0.577 -3.010 0.021
C -7.89449 -21.49769 -16.32034 0.030 1.119 -0.872
H -6.69856 -20.03542 -17.36119 -0.137 -0.023 -0.250
H -8.23280 -19.30672 -16.81185 -0.148 -0.296 -0.100
H -7.52971 -19.60091 -14.48374 0.066 -0.331 0.180
H -6.09376 -18.94944 -15.26369 -0.267 0.433 -0.112
H -5.72498 -21.27052 -14.06655 -0.145 -0.146 0.175
H -4.98217 -20.92389 -15.59309 0.042 -0.113 -0.483
H -8.77220 -21.56428 -15.67747 -0.186 0.042 0.011
H -8.05516 -22.06581 -17.23660 -0.081 -0.075 0.090
C -9.61382 -20.78484 -27.10445 0.482 0.199 1.009
C -8.39623 -21.36360 -26.32396 -2.247 0.051 -0.870
C -8.72746 -21.93138 -24.94247 0.318 0.636 -0.255
O -8.04246 -23.16922 -24.91656 1.052 -1.258 0.055
C -7.67830 -23.54724 -26.15711 0.038 -0.947 -1.767
O -7.21594 -24.60717 -26.55022 -0.930 2.355 1.560
O -8.00459 -22.53084 -27.02479 1.063 -0.833 -0.029
H -10.49719 -21.42304 -27.08323 0.341 -0.473 -0.211
H -9.29760 -20.55222 -28.12131 -0.195 -0.020 0.055
H -9.97059 -19.88484 -26.60362 0.276 0.327 -0.104
H -7.61600 -20.60250 -26.31606 0.305 -0.276 0.090
H -9.77859 -22.18422 -24.80351 -0.057 0.552 0.122
H -8.29315 -21.26571 -24.19659 -0.471 -0.301 0.367
C -10.41102 -12.89538 -27.55247 -0.722 0.042 0.036
C -9.24909 -12.65743 -26.60360 -0.095 0.253 -2.311
C -9.54290 -11.87708 -25.35594 -0.972 0.785 0.628
O -9.12602 -12.71673 -24.32049 0.969 -0.762 1.296
C -8.79346 -13.90292 -24.80295 -0.490 -4.390 0.727
O -8.61130 -14.94622 -24.18401 0.154 2.860 -0.755
O -8.88191 -13.93918 -26.15673 0.695 0.203 1.007
H -11.19287 -13.43685 -27.01990 -0.072 0.041 0.192
H -10.15027 -13.54625 -28.38703 0.362 0.159 0.039
H -10.87819 -11.99662 -27.95503 0.249 0.191 0.059
H -8.41380 -12.23765 -27.16412 0.170 0.107 0.059
H -10.61507 -11.77118 -25.19062 -0.133 0.429 -0.325
H -9.03085 -10.93173 -25.17646 -0.104 0.072 -0.648
C -11.62153 -30.66672 -19.04730 -0.154 0.823 0.305
C -11.46542 -29.31835 -18.26782 1.295 -3.847 -1.176
C -10.93818 -28.14488 -19.09457 -1.165 -1.387 1.512
O -11.98412 -27.22216 -18.89713 -1.346 0.587 0.234
C -13.01934 -27.77284 -18.14482 -2.915 3.425 1.449
O -14.05984 -27.17970 -17.81325 3.812 -2.038 -1.693
O -12.68000 -28.97174 -17.68198 -0.051 0.269 -0.207
H -11.90920 -31.42299 -18.31696 -0.007 -0.118 -0.169
H -10.66280 -30.93599 -19.49051 0.067 -0.044 0.058
H -12.36560 -30.63405 -19.84316 -0.088 0.164 0.033
H -10.73133 -29.64012 -17.52913 -0.184 0.660 0.639
H -10.86968 -28.43918 -20.14185 0.480 0.455 0.050
H -10.03632 -27.91780 -18.52608 0.274 1.031 -1.022
C -12.45280 -8.40010 -19.31108 -0.572 0.448 -0.457
C -13.73511 -8.26128 -18.51149 1.367 -1.653 0.413
C -14.74682 -9.33525 -18.84105 -1.351 0.699 -1.749
O -15.24107 -9.77401 -17.60841 -0.047 -0.268 1.567
C -14.33952 -9.45321 -16.64068 1.054 -1.826 2.865
O -14.26576 -9.90925 -15.48514 -0.890 1.653 -3.931
O -13.38933 -8.65700 -17.17037 -0.441 0.577 0.779
H -12.23231 -9.43739 -19.56312 -0.211 -0.003 0.055
H -11.58162 -8.02012 -18.77746 -0.220 0.390 -0.131
H -12.68481 -7.84567 -20.22041 0.750 0.005 -0.317
H -14.16729 -7.26106 -18.54141 0.137 0.024 0.254
H -14.44003 -10.16859 -19.47314 0.711 -0.166 0.433
H -15.56215 -8.90820 -19.42497 -0.295 0.106 0.217
C -21.25192 -13.16600 -15.34608 -0.844 -0.551 -0.109
C -20.28809 -14.33107 -15.51261 0.696 -0.525 0.901
C -19.38924 -14.56931 -14.23662 0.281 1.503 -1.032
O -19.42037 -15.95294 -13.99356 0.432 -0.025 0.206
C -20.31132 -16.53483 -14.79875 -1.839 -2.117 -0.015
O -20.63787 -17.70454 -14.77616 0.941 2.329 -0.044
O -20.92330 -15.60435 -15.57164 -0.740 -0.309 -0.357
H -20.73637 -12.23714 -15.10205 0.043 -0.125 0.096
H -22.00789 -13.41793 -14.60236 0.392 0.059 0.642
H -21.91634 -12.98320 -16.19061 0.551 -0.063 -0.566
H -19.72563 -14.27669 -16.44470 0.300 0.373 0.164
H -19.75608 -13.98230 -13.39464 -0.300 -0.338 0.213
H -18.36412 -14.23738 -14.40104 0.070 -0.222 -0.082
C -14.91325 -25.97017 -26.21226 -0.921 -0.437 -1.509
C -16.12273 -26.82216 -25.84733 0.860 0.962 -1.125
C -15.79562 -28.19738 -25.37218 0.809 -0.290 0.367
O -16.56547 -28.28470 -24.20682 -0.628 -1.892 0.308
C -16.96564 -27.08456 -23.81479 -1.021 0.343 4.727
O -17.43337 -26.89507 -22.69500 0.726 -0.128 -3.021
O -16.64224 -26.17870 -24.71039 -0.887 0.882 0.094
H -14.13332 -26.13229 -25.46827 -0.013 0.435 -0.176
H -15.25283 -24.94528 -26.36194 0.246 0.143 0.701
H -14.60066 -26.22527 -27.22484 0.546 -0.406 0.073
H -16.89748 -26.92097 -26.60766 -0.027 0.600 -0.233
H -14.75591 -28.23538 -25.04715 0.250 -0.350 -0.286
H -16.04263 -29.00583 -26.06030 0.061 0.106 0.069
C -11.24808 -22.73884 -10.22668 0.076 -0.239 -0.167
C -12.70239 -23.14263 -9.96557 2.326 -1.039 -0.870
C -13.50469 -22.23372 -9.12018 0.875 1.367 0.474
O -14.59851 -21.88994 -9.92737 -1.309 0.206 0.061
C -14.53926 -22.54940 -11.10107 -3.823 -1.327 -2.242
O -15.49446 -22.71637 -11.88235 3.491 1.165 2.592
O -13.34422 -23.12381 -11.22443 -0.244 -0.584 -0.605
H -11.17281 -21.92386 -10.94658 -0.319 0.568 0.521
H -10.69300 -23.50344 -10.77014 -0.185 -0.495 0.338
H -10.73430 -22.54194 -9.28575 0.096 0.211 -0.106
H -12.68998 -24.14944 -9.54808 -0.266 -0.261 -0.269
H -12.90099 -21.33835 -8.97202 -0.248 0.266 0.442
H -13.76135 -22.68020 -8.15952 -0.460 0.166 -0.144
C -7.06787 -12.15989 -17.07225 0.702 -0.059 0.563
C -5.71203 -12.78165 -16.65196 -1.786 0.269 -0.101
C -4.95942 -13.36955 -17.81033 -0.100 -1.159 0.154
O -3.64645 -12.94249 -17.52046 1.688 -1.613 -2.622
C -3.57415 -11.97529 -16.66928 2.437 2.433 2.240
O -2.52718 -11.38070 -16.33582 -3.817 -1.802 -1.058
O -4.81897 -11.79017 -16.17444 0.286 1.389 0.884
H -6.84871 -11.37197 -17.79285 -0.208 -0.119 -0.192
H -7.62030 -11.70716 -16.24887 0.299 -0.014 0.191
H -7.73656 -12.92024 -17.47575 0.209 -0.035 -0.288
H -5.84054 -13.52633 -15.86645 -0.064 0.043 0.124
H -5.32653 -13.10911 -18.80305 0.334 0.655 -0.001
H -4.95314 -14.45940 -17.79290 0.002 0.001 0.100
C -23.85864 -14.02041 -33.87331 0.000 -0.117 0.033
C -24.35418 -14.60819 -32.56836 -1.834 0.333 -1.413
C -24.46574 -16.14738 -32.62675 -0.051 1.421 -0.066
O -23.53695 -16.50970 -31.62766 0.408 -1.149 0.583
C -22.97536 -15.41498 -31.01976 3.017 -2.944 2.635
O -22.09233 -15.46438 -30.15991 -2.590 -0.015 -2.363
O -23.50757 -14.36750 -31.50518 0.338 3.380 0.132
H -24.60976 -14.18257 -34.64637 -0.008 -0.313 -0.035
H -22.95283 -14.57315 -34.12247 0.165 0.322 -0.338
H -23.70265 -12.94164 -33.87624 0.257 -0.095 0.384
H -25.30056 -14.14969 -32.28156 -0.163 -0.053 -0.155
H -24.17782 -16.51378 -33.61212 0.208 -0.227 0.165
H -25.50287 -16.42247 -32.43497 0.244 -0.536 0.430
C -23.18868 -24.34960 -27.80675 -0.570 0.442 -1.245
C -22.43103 -23.48616 -26.82232 0.081 -0.447 -2.443
C -23.05561 -22.12892 -26.52257 0.340 0.120 -1.339
O -23.47845 -22.32516 -25.22026 -0.919 2.221 1.623
C -22.86614 -23.36553 -24.67271 -1.524 -1.854 4.909
O -22.87389 -23.71986 -23.49274 0.016 1.741 -2.915
O -22.47743 -24.14988 -25.62282 2.048 -2.049 0.071
H -24.19922 -24.60395 -27.48704 0.114 -0.065 0.535
H -22.67969 -25.25951 -28.12468 0.153 0.046 0.365
H -23.37790 -23.77783 -28.71525 0.256 0.128 -0.256
H -21.39629 -23.38933 -27.15107 0.098 0.048 0.040
H -23.86833 -21.87514 -27.20314 -0.392 -0.265 0.287
H -22.36212 -21.29360 -26.61951 0.272 -0.071 0.371
C -21.26801 -7.81223 -25.59625 -1.227 -0.540 0.610
C -20.23206 -8.75104 -25.05445 -1.339 1.107 0.508
C -19.79667 -9.82075 -25.98007 0.657 -0.794 -0.412
O -18.40909 -9.53941 -26.10488 0.501 -1.839 -1.543
C -18.03466 -8.50491 -25.37818 2.177 -0.527 -0.288
O -16.89717 -8.15177 -25.25965 -0.263 0.256 -0.062
O -19.07271 -7.99140 -24.81238 -0.879 1.846 1.864
H -22.17021 -8.40462 -25.74856 -0.141 -0.094 -0.409
H -20.99832 -7.31723 -26.52918 0.148 0.068 0.234
H -21.57735 -7.14841 -24.78894 0.313 0.538 -0.319
H -20.56962 -9.16530 -24.10443 0.000 0.061 0.077
H -20.26003 -9.78746 -26.96612 -0.007 -0.001 0.041
H -19.92623 -10.80274 -25.52510 0.081 -0.099 -0.289
```
Positions in Å, forces in eV/Å.

The value obtained for the HOMO energy is -1.065 eV. The charge is -1. The value obtained for the HOMO-LUMO gap is 2.21 eV.